(1)
The following is a DFT calculation (the ωB97M-V functional and the def2-TZVPD basis) of C29H46BrN3P2Ti as an isolated structure in a non-equilibrium geometry.

Last column: Löwdin spin population.
Element x y z (Å)
N  -5.20732  2.32953  -2.14608  0.09
C  -4.99987  2.51504  -0.84894  -0.01
C  -3.85950  2.00759  -0.22293  0.09
C  -2.92954  1.35147  -1.05063  0.04
C  -3.20321  1.07959  -2.39728  0.08
C  -4.36647  1.66300  -2.91744  -0.02
C  -1.56645  1.18036  -0.53403  0.37
Ti  -0.13312  0.01725  0.16781  1.11
P  2.24292  -0.21564  0.19200  0.05
C  -0.35821  1.14469  -1.41151  0.00
C  0.39514  2.41656  -1.51643  0.03
C  1.67052  2.40723  -2.12039  0.01
C  2.58015  3.39900  -1.79202  0.00
C  2.16492  4.50574  -1.03192  0.00
C  0.81849  4.62898  -0.67087  0.00
C  -0.07854  3.57772  -0.88671  0.01
Br  3.40724  5.75086  -0.56790  0.00
H  -1.47140  1.72247  0.43787  0.02
H  -0.24138  0.41422  -2.24305  0.00
H  -3.66271  2.21310  0.82978  0.00
H  -2.47072  0.59452  -3.04371  0.00
H  -5.75442  3.07116  -0.28409  0.00
H  -4.56222  1.53684  -3.98695  0.00
H  1.93440  1.59600  -2.80022  0.00
H  -1.11000  3.65012  -0.51520  0.00
H  3.61443  3.32218  -2.10316  0.00
H  0.48323  5.52794  -0.17669  0.00
P  -0.97563  -2.21865  -0.45205  0.03
C  3.54851  0.91327  0.80891  0.01
C  5.01173  0.87710  0.32939  0.00
H  3.54166  0.82245  1.90892  0.00
H  3.16197  1.91491  0.55347  0.00
H  5.38720  1.91054  0.35194  0.00
H  5.66700  0.30121  0.99810  0.00
H  5.13763  0.50158  -0.68979  0.00
C  2.87524  -0.85422  -1.44165  0.02
C  4.01602  -1.86613  -1.60681  0.00
H  3.17224  0.05025  -2.00596  0.00
H  2.00319  -1.26125  -1.97660  0.00
H  3.94102  -2.28406  -2.62278  0.00
H  4.99436  -1.37429  -1.56052  0.00
H  3.97741  -2.69926  -0.89402  0.00
C  1.73706  -1.05790  1.85351  0.02
C  2.57184  -1.39913  3.09421  0.00
H  1.14339  -1.94216  1.59763  0.01
H  1.06160  -0.30066  2.27974  0.00
H  1.85794  -1.76499  3.85785  0.00
H  3.32669  -2.18634  2.95074  0.00
H  3.02821  -0.49712  3.52839  0.00
C  -0.75384  -3.35990  0.98611  0.00
C  -1.56430  -4.65979  1.01468  0.00
H  -0.97627  -2.79506  1.90701  0.00
H  0.31606  -3.62162  1.01201  0.00
H  -2.63393  -4.48043  1.18285  0.00
H  -1.43294  -5.27039  0.11274  0.00
H  -1.21021  -5.26368  1.86085  0.00
C  -0.02778  -3.06942  -1.77133  0.01
C  -0.26473  -2.58712  -3.19106  0.00
H  -0.29081  -4.12786  -1.67809  0.00
H  1.02880  -3.00055  -1.49562  0.00
H  -1.19295  -2.98856  -3.60565  0.00
H  -0.30308  -1.49894  -3.29243  0.00
H  0.54261  -2.94007  -3.83946  0.00
C  -2.68172  -2.49254  -1.04564  0.01
C  -3.81054  -1.77882  -0.29910  0.00
H  -2.82516  -3.58224  -0.98699  0.00
H  -2.70532  -2.22931  -2.11465  0.00
H  -4.22334  -0.96418  -0.90911  0.00
H  -4.62949  -2.48920  -0.11213  0.00
H  -3.50084  -1.34947  0.66534  0.00
C  0.35327  2.62800  2.60375  0.00
C  -0.59031  1.52882  2.90959  0.00
N  -0.89283  0.47413  2.13762  0.00
C  -1.81497  -0.32122  2.83554  0.00
C  -2.02703  0.26779  4.03988  0.00
N  -1.24286  1.42308  4.08161  0.00
H  -0.17213  3.45431  2.09055  0.00
H  0.78336  3.01429  3.54281  0.00
H  1.20529  2.28741  1.98444  0.00
H  -2.17163  -1.27780  2.45024  0.00
H  -2.66199  -0.02147  4.85465  0.00
H  -1.15101  2.09913  4.84698  0.00

Forces on atoms 1 to 3 (eV/Å):
N -0.990 0.609 -0.470
C 0.459 -0.542 0.348
C -0.414 0.309 -0.576

Output
HOMO-LUMO gap (spin up / spin down) = 7.283 / 5.040 eV
multiplicity = 3
largest force on an atom = 4.79 eV/A
charge = +2
total energy = -147008.394 eV

=====

(2)
The following is a DFT calculation (the ωB97M-V functional and the def2-TZVPD basis) of a 2-piece molecular cluster, C10H21N overall in a non-equilibrium geometry.

Last column: Löwdin charge in e.
Element x y z (Å)
C  4.05087  -1.83523  -0.22593  -0.12
C  2.97778  -0.99339  0.40214  -0.17
C  2.69340  0.22410  -0.04871  -0.16
C  1.75763  1.23096  0.52225  -0.23
C  0.84784  1.78396  -0.57656  -0.29
C  -0.06281  2.93855  -0.19098  -0.12
H  3.61976  -2.68812  -0.76620  0.07
H  4.58630  -1.24387  -0.99207  0.07
H  4.75132  -2.23311  0.49935  0.06
H  2.44602  -1.42748  1.25398  0.10
H  3.21740  0.55741  -0.96373  0.11
H  2.34789  2.02832  0.98947  0.12
H  1.15250  0.75948  1.32998  0.11
H  0.26567  0.93844  -0.96421  0.09
H  1.48342  2.11293  -1.41728  0.11
H  -0.62348  3.28661  -1.08889  0.08
H  0.49957  3.77347  0.26577  0.08
H  -0.82379  2.62301  0.54053  0.06
C  -3.17314  -0.05820  0.84575  -0.18
C  -3.50758  -0.55474  -0.57458  -0.18
C  -2.16522  -1.06283  -1.11782  -0.24
N  -1.38423  -1.46294  0.04409  -0.07
C  -1.69980  -0.44523  1.02315  -0.25
H  -3.80236  -0.56816  1.57730  0.10
H  -3.28928  1.03119  0.97791  0.10
H  -3.94612  0.21160  -1.21131  0.10
H  -4.22903  -1.37752  -0.51850  0.10
H  -1.63206  -0.24820  -1.63586  0.10
H  -2.28266  -1.92176  -1.80778  0.12
H  -1.78847  -2.35092  0.36190  0.11
H  -1.49612  -0.83557  2.03788  0.12
H  -1.08084  0.44525  0.87082  0.07

Forces on atoms 1 to 3 (eV/Å):
C -0.319 0.081 -0.915
C 0.088 0.092 0.007
C 0.526 -0.160 -0.343

Output
structure (SMILES) = C/C=C/CCC.C1CCNC1
HOMO-LUMO gap = 9.975 eV
largest force on an atom = 1.28 eV/A
total energy = -12199.942 eV

=====

(3)
The following is a DFT calculation (the ωB97M-V functional and the def2-TZVPD basis) of C39H34O2P2PtSi as an isolated structure in a non-equilibrium geometry.

Last column: Löwdin charge in e.
Element x y z (Å)
Pt  0.21319  -0.75227  0.05268  0.77
C  1.91621  -1.13444  3.07001  -0.20
Si  0.34092  -1.60376  2.18487  0.45
C  0.24178  -3.48641  2.14359  -0.27
C  0.28761  -4.34639  3.24833  -0.07
C  0.23602  -5.71665  3.07395  -0.08
C  0.14620  -6.26289  1.79521  -0.08
C  0.09845  -5.42969  0.69558  -0.08
C  0.13649  -4.04374  0.88971  -0.37
P  0.06444  -2.86837  -0.46568  0.84
C  -1.49381  -3.17177  -1.34507  -0.37
C  -1.73505  -2.38176  -2.47223  -0.11
C  -2.96906  -2.42577  -3.09739  -0.07
C  -3.97404  -3.24970  -2.59999  -0.08
C  -3.73832  -4.03082  -1.48146  -0.08
C  -2.49988  -3.99024  -0.84969  -0.08
C  1.38943  -3.37881  -1.60346  -0.33
C  1.15563  -4.26956  -2.64845  -0.08
C  2.20331  -4.67924  -3.46195  -0.08
C  3.48648  -4.20566  -3.23183  -0.08
C  3.72418  -3.31710  -2.19151  -0.08
C  2.67943  -2.90167  -1.38230  -0.09
C  -1.11939  -0.99750  3.24689  -0.26
C  -0.95048  -0.94767  4.63523  -0.10
C  -1.98211  -0.57647  5.48533  -0.08
C  -3.22244  -0.24070  4.96012  -0.08
C  -3.41386  -0.26778  3.58771  -0.11
C  -2.37889  -0.63317  2.72627  -0.37
P  -2.63863  -0.63358  0.90226  1.08
C  -2.73611  1.13337  0.45306  -0.38
C  -2.76031  2.19095  1.35611  -0.07
C  -2.73585  3.50300  0.89975  -0.08
C  -2.69047  3.76965  -0.46009  -0.09
C  -2.65528  2.72058  -1.36970  -0.08
C  -2.66368  1.41194  -0.91415  -0.13
C  -4.37409  -1.20997  0.77526  -0.37
C  -4.70769  -2.41600  1.39930  -0.12
C  -5.97213  -2.96132  1.25722  -0.09
C  -6.92326  -2.32208  0.46924  -0.10
C  -6.60056  -1.12987  -0.15874  -0.09
C  -5.33542  -0.57342  -0.00359  -0.08
H  2.03654  -1.60053  4.04970  0.02
H  1.93384  -0.04949  3.19259  0.04
H  2.77292  -1.42174  2.45728  0.02
H  0.36304  -3.93750  4.24970  0.10
H  0.27254  -6.37395  3.93353  0.10
H  0.11730  -7.33672  1.66467  0.10
H  0.03552  -5.84076  -0.30559  0.11
H  -0.96122  -1.71345  -2.83629  0.10
H  -3.15664  -1.80876  -3.96676  0.11
H  -4.94375  -3.27245  -3.07994  0.10
H  -4.52471  -4.65721  -1.08167  0.11
H  -2.32984  -4.58219  0.04132  0.10
H  0.15291  -4.63546  -2.83164  0.10
H  2.01754  -5.36616  -4.27727  0.10
H  4.30151  -4.52433  -3.86867  0.10
H  4.72367  -2.94045  -2.01841  0.10
H  2.84471  -2.18622  -0.58480  0.09
H  0.01091  -1.20064  5.06644  0.09
H  -1.82153  -0.54901  6.55593  0.10
H  -4.03545  0.04540  5.61541  0.10
H  -4.38145  -0.00420  3.17650  0.11
H  -2.78049  1.99161  2.41973  0.10
H  -2.74481  4.31826  1.61186  0.10
H  -2.66931  4.79345  -0.81132  0.10
H  -2.59949  2.92425  -2.43161  0.10
H  -2.58785  0.59065  -1.61977  0.10
H  -3.96711  -2.92107  2.01037  0.11
H  -6.21852  -3.88935  1.75821  0.10
H  -7.91101  -2.74905  0.35251  0.10
H  -7.33938  -0.62176  -0.76579  0.10
H  -5.09954  0.36566  -0.48816  0.09
C  1.35783  2.63686  -1.72905  0.00
C  0.84106  1.37522  -1.10936  -0.70
O  0.57608  0.36044  -1.83550  -0.14
O  0.71093  1.30666  0.17213  -0.17
H  0.98768  2.72645  -2.74735  0.08
H  2.44697  2.57716  -1.75995  0.09
H  1.07379  3.49998  -1.13209  0.08

Forces on atoms 1 to 3 (eV/Å):
Pt 0.657 -1.056 0.633
C 0.126 0.110 -0.005
Si -0.429 0.557 -0.055

Output
HOMO-LUMO gap = 7.651 eV
largest force on an atom = 1.40 eV/A
total energy = -74795.611 eV

=====

> largest force on an atom of number 2 (C10H21N)?

1.28 eV/A